This record from the Open Molecules 2025 dataset describes a molecular structure, C20H28CoN2Si. The level of theory is ωB97M-V with the def2-TZVPD basis set.

```
52
Properties=species:S:1:pos:R:3:forces:R:3
Co -0.823 -0.694 1.403 0.8 5.3 -1.2
Si 0.090 0.842 -1.614 -1.2 -4.9 2.1
N -1.165 -1.786 2.850 -0.7 -3.2 2.7
N 1.155 -0.635 1.803 2.2 0.4 0.0
C 0.060 -2.027 3.634 -0.4 -1.4 0.9
C -1.457 0.570 -2.540 0.9 0.0 -1.8
C 2.612 0.579 -2.077 0.0 -0.7 -0.4
C -0.781 -2.230 0.395 0.4 -1.3 -3.9
C 3.137 -2.047 -2.775 -0.6 0.1 0.4
C -2.783 0.675 -2.104 0.0 1.3 -0.4
C -1.714 2.454 -4.035 -0.3 -0.1 -0.3
C -2.989 2.674 -3.485 0.3 0.1 -0.1
C -3.552 1.752 -2.583 -0.1 -0.5 -0.2
C 0.181 2.032 2.606 -0.9 -0.2 0.2
C -0.806 1.805 1.607 -0.8 -0.4 0.5
C -1.881 1.001 2.201 0.4 1.4 -0.3
C 1.853 -1.722 -2.252 0.4 0.1 -0.4
C -0.985 1.319 -3.656 -1.1 1.0 0.0
C -1.544 0.874 3.640 0.6 0.8 0.2
C -0.299 1.464 3.858 -0.5 -0.5 -0.2
C 1.555 -0.376 -1.937 0.8 2.1 -0.1
C 3.854 0.260 -2.608 -0.1 -0.5 0.2
C 1.308 -1.394 3.070 1.2 0.3 0.4
C 4.120 -1.069 -2.952 -0.5 0.5 0.2
H -0.126 -1.734 4.667 0.2 0.3 -0.1
H 1.114 -2.531 -2.131 0.3 0.6 -0.2
H -3.181 -0.031 -1.377 0.2 0.4 0.2
H -0.579 -1.758 -0.627 -0.5 -1.2 1.0
H 1.652 0.267 1.971 -0.9 -0.9 -0.5
H 0.251 1.499 4.811 -0.4 0.0 -0.6
H -2.916 0.950 1.818 0.7 0.1 0.2
H 2.076 -2.165 2.978 0.0 0.1 -0.1
H -4.585 1.892 -2.231 0.6 -0.1 -0.2
H 2.421 1.618 -1.813 0.2 -0.2 -0.1
H -0.718 0.176 -0.335 1.2 1.2 -0.5
H 4.586 1.048 -2.747 0.1 -0.2 0.0
H 0.545 2.212 -1.429 0.0 0.2 0.2
H 0.189 -3.125 3.686 0.1 0.5 0.0
H -0.002 1.108 -4.137 -0.6 0.2 0.6
H 1.664 -0.684 3.814 0.1 0.0 0.0
H -2.239 0.498 4.420 0.7 0.1 -0.7
H -1.245 3.185 -4.701 -0.5 -0.3 0.0
H 1.138 2.575 2.509 -0.7 -0.3 -0.1
H 3.376 -3.080 -3.071 -0.3 0.5 0.3
H 1.709 -1.068 1.034 -0.7 0.2 0.7
H -1.366 -2.739 2.476 -0.7 1.3 0.5
H -0.832 2.266 0.598 0.1 -0.6 1.1
H -3.544 3.583 -3.765 0.3 -0.6 0.2
H -1.798 -2.638 0.457 0.4 -0.5 -0.4
H -1.909 -1.430 3.451 0.1 -0.6 -0.2
H 0.084 -2.905 0.582 -0.9 0.1 0.2
H 5.093 -1.312 -3.357 0.0 -0.2 -0.1
```
Forces are in eV/Å.

The spin multiplicity is 5. As for the expectation value of S²: 6.04. The energy relative to the best compared isomer or geometry (same formula, charge and spin) is 3.6740 eV. The charge is +1. The frontier orbital gap (spin up / spin down) is 8.05 / 6.13 eV.

This record from the Open Molecules 2025 dataset describes 26 unconnected molecules or ions with the total composition C28H107FN3O26. The level of theory is ωB97M-V with the def2-TZVPD basis set.

```
165
Properties=species:S:1:pos:R:3:forces:R:3
F 3.368 2.041 3.083 -0.1 0.5 -0.2
O -2.163 -2.438 3.213 0.2 0.1 0.0
O 7.017 4.693 5.832 0.0 0.1 0.0
O 0.024 -4.312 2.457 0.1 0.1 -0.1
O 1.985 5.029 -5.363 -0.1 -0.2 -0.1
O 7.884 -2.194 0.632 0.0 -0.1 0.0
O -2.529 1.592 -7.039 -0.1 0.0 0.1
O 6.339 2.595 2.108 0.0 0.1 0.0
O -5.142 -3.630 -3.452 0.1 0.2 0.1
O 5.050 -1.936 -0.246 -0.1 -0.2 0.0
O 2.989 -5.799 2.137 -0.1 0.1 0.0
O 4.673 3.055 -4.572 -0.2 0.1 0.0
O -2.144 2.110 6.921 0.0 0.0 -0.1
O 1.857 5.422 7.543 0.1 -0.1 -0.2
O -5.195 -5.993 4.180 0.1 0.0 0.0
O -3.531 -10.445 0.859 0.1 0.2 0.0
O -2.178 -4.162 -3.334 0.1 0.1 0.1
O 7.180 4.184 -5.396 -0.1 0.1 -0.1
O -4.078 -8.925 3.187 -0.1 -0.2 0.2
O -0.886 4.737 6.397 0.0 -0.2 0.0
O 8.935 -5.153 1.479 0.0 0.0 0.0
O 0.755 3.328 -7.954 0.0 -0.2 0.0
O 6.412 7.369 3.992 0.0 0.1 0.0
O 0.973 -1.560 1.482 -0.2 -0.1 0.1
O 4.579 4.829 4.080 0.0 0.0 0.2
O 1.418 4.155 2.819 0.0 0.4 0.0
O 0.181 1.274 -5.895 -0.1 -0.1 0.0
N -0.342 3.110 -1.224 0.0 -0.9 0.2
N -0.605 2.629 1.037 -0.1 0.5 -0.8
N -2.294 2.030 -0.501 -0.4 0.2 0.4
C 0.274 -0.965 -2.914 0.3 -0.5 0.1
C -6.333 -6.892 0.853 0.3 0.1 -0.4
C 1.826 1.111 -3.172 -0.1 -0.4 0.4
C -1.806 -2.896 -0.350 -0.6 0.2 0.1
C -1.133 5.062 -2.600 -0.2 0.4 0.0
C 1.520 1.627 1.593 0.3 0.4 -0.1
C 1.371 4.149 1.419 0.1 0.2 -0.3
C 2.179 3.012 -1.531 0.0 0.2 -0.1
C -0.497 4.600 -1.301 0.3 -0.1 -0.5
C -1.516 -1.612 -1.125 0.1 0.0 0.4
C -4.809 -6.705 0.826 -0.6 0.4 0.2
C 3.628 0.244 1.575 0.0 0.5 0.9
C -4.432 -5.216 0.936 0.3 -0.2 -0.5
C -3.306 -3.206 -0.170 0.2 0.0 -0.1
C 0.192 4.485 3.453 0.0 -0.3 0.1
C -3.097 3.605 -3.386 0.4 -0.1 0.2
C -3.446 5.246 -1.476 -0.2 0.0 0.0
C 0.961 2.611 -0.704 0.2 -0.1 0.2
C -1.150 2.586 -0.230 0.1 0.4 0.0
C -8.311 -5.541 -0.141 0.0 -0.1 -0.2
C -0.037 -1.515 -1.517 -0.2 0.5 -0.1
C -3.664 -4.702 -0.288 -0.1 0.4 0.6
C -7.028 -6.356 -0.413 -0.2 0.2 0.1
C 0.896 2.818 0.840 -0.5 -0.2 0.6
C 2.823 1.816 -2.233 0.1 0.2 -0.3
C -2.666 4.951 -2.754 0.0 -0.3 -0.1
C 1.716 -0.415 -2.975 -0.1 0.0 -0.4
C 3.038 1.637 1.773 0.1 -0.9 -0.6
H -7.274 -7.183 -1.079 0.1 0.0 0.0
H 8.523 -2.156 -0.087 0.0 0.0 0.0
H -8.252 -4.546 -0.584 0.0 0.0 0.0
H 5.405 2.787 2.217 0.0 -0.1 0.1
H 2.238 -0.922 -3.787 0.1 0.0 0.0
H 0.818 1.516 -3.030 0.1 0.2 0.0
H -2.088 -1.964 2.379 -0.1 0.0 0.0
H -2.026 2.076 -6.374 0.1 0.0 -0.1
H -3.184 -9.611 1.199 0.1 0.0 0.0
H 0.465 -0.872 -0.791 0.1 -0.1 0.1
H 6.575 4.500 6.664 0.1 0.0 0.0
H -4.419 -7.109 -0.113 0.1 -0.2 0.1
H -3.449 1.843 -6.913 0.0 0.0 0.0
H 3.524 2.307 1.056 0.0 0.3 0.3
H 2.086 1.319 -4.207 0.0 0.1 0.0
H -2.739 -5.281 -0.354 -0.1 -0.1 -0.3
H -2.197 -1.526 -1.976 0.2 -0.2 -0.2
H -3.748 3.035 -2.719 -0.2 0.1 -0.1
H 0.519 4.993 -1.268 0.0 0.0 0.0
H 1.955 5.580 6.599 0.0 0.1 0.0
H -4.273 -4.856 -1.180 0.2 -0.2 -0.1
H -0.866 6.118 -2.710 0.0 0.0 0.1
H 8.413 -2.120 1.433 0.0 0.0 0.0
H -6.334 -5.722 -0.970 0.1 0.0 0.0
H -3.023 -3.916 -2.933 -0.1 -0.1 -0.2
H 3.962 0.078 0.556 -0.2 -0.2 0.0
H 3.993 4.813 4.844 -0.1 0.0 0.0
H 2.107 6.258 7.949 -0.1 0.0 0.1
H -1.546 1.521 6.450 0.0 0.0 0.0
H 7.321 4.393 -6.325 0.1 0.0 0.0
H -4.363 -9.729 2.733 0.0 0.0 0.0
H -0.371 3.575 3.687 -0.1 0.1 0.0
H -4.343 -6.258 3.817 0.0 -0.1 0.0
H 1.083 3.924 -7.271 0.1 0.2 0.0
H -3.598 -2.837 0.818 -0.2 0.0 0.0
H -0.409 0.516 -5.970 0.1 0.0 0.0
H 0.476 1.440 -6.801 -0.1 0.3 0.0
H 4.493 0.173 2.236 0.2 0.0 -0.2
H 0.759 4.988 1.066 -0.1 -0.1 -0.1
H 1.257 0.718 1.054 -0.1 0.0 0.1
H 0.838 1.525 -0.789 0.2 0.0 -0.2
H 2.142 4.188 -4.915 0.1 0.0 0.0
H 0.239 -3.645 3.117 0.0 -0.1 0.1
H 6.302 4.876 5.210 -0.1 -0.2 -0.1
H -2.231 2.971 -3.595 0.0 0.0 -0.1
H -3.314 6.272 -1.131 0.1 0.0 0.0
H -8.497 -5.414 0.925 0.0 0.0 0.0
H -1.002 5.004 -0.420 -0.1 0.0 0.0
H -3.787 -5.056 1.805 -0.2 0.1 0.1
H -6.540 -7.956 0.980 -0.2 0.0 0.1
H -4.415 -7.256 1.677 0.2 -0.1 -0.2
H 6.844 5.000 -5.012 0.1 0.0 0.1
H -4.511 5.098 -1.663 0.0 0.1 0.0
H 4.321 4.038 3.590 -0.1 0.0 0.0
H 1.080 1.584 2.589 0.0 -0.1 0.0
H 1.220 5.409 -4.919 0.0 0.0 0.0
H -3.613 3.764 -4.330 -0.1 -0.1 0.0
H 4.703 3.706 -5.280 0.0 0.0 0.0
H -1.060 3.357 1.584 0.0 -0.4 0.6
H -2.942 5.732 -3.464 0.0 0.0 0.0
H -2.111 -3.367 2.954 0.0 0.0 0.0
H -0.114 4.552 6.947 -0.1 0.2 0.2
H -0.471 -0.220 -3.212 0.1 0.1 0.0
H 7.210 7.223 4.509 0.0 0.0 0.0
H -0.659 4.538 -3.433 0.1 0.0 0.0
H -4.983 -5.354 4.868 0.0 0.0 0.0
H -1.746 -0.775 -0.450 -0.1 0.1 -0.2
H 5.841 -2.146 0.269 0.2 0.1 -0.1
H 5.599 2.800 -4.482 0.0 0.0 -0.1
H 0.706 -2.335 0.972 0.0 0.0 0.0
H -3.483 -10.343 -0.096 -0.1 -0.1 0.0
H 3.637 2.204 -2.845 0.1 0.0 0.2
H 0.397 -1.586 2.254 0.0 0.0 0.0
H -0.419 5.167 2.850 0.0 0.0 -0.1
H 0.384 4.971 4.404 0.1 0.0 0.0
H -5.333 -4.611 1.059 0.0 0.0 0.2
H 5.797 6.693 4.290 0.0 0.0 -0.2
H -2.960 1.859 0.240 0.2 -0.5 0.0
H -1.292 -3.734 -0.820 0.0 0.0 -0.1
H 0.402 -2.512 -1.417 0.2 0.1 -0.1
H 0.186 -1.794 -3.618 -0.2 0.1 -0.1
H 0.190 3.851 -8.529 0.0 0.0 0.0
H 8.265 -4.864 0.850 0.0 0.1 0.0
H 1.853 3.688 -2.327 0.0 0.1 0.1
H -1.403 -2.795 0.661 0.4 -0.2 -0.1
H 3.317 -6.473 1.533 0.0 0.0 0.0
H 2.909 3.571 -0.944 0.0 0.0 0.1
H 6.784 3.186 2.726 0.0 0.0 0.0
H 2.991 -6.228 2.999 0.0 0.0 0.0
H 8.446 -5.348 2.284 0.0 0.0 0.0
H -6.712 -6.344 1.718 0.0 -0.2 0.1
H -3.188 4.574 -0.655 0.1 0.0 0.0
H -9.184 -6.020 -0.584 -0.1 0.0 0.1
H -2.976 1.630 6.978 0.0 0.0 0.1
H 3.274 1.128 -1.512 -0.2 0.0 0.1
H 2.909 -0.499 1.917 0.1 -0.1 -0.3
H 2.380 4.341 1.048 0.1 -0.1 0.1
H -5.590 -2.877 -3.054 -0.1 0.0 0.0
H 4.399 -2.590 0.027 0.0 0.0 0.0
H -3.887 -2.624 -0.891 0.0 0.0 0.0
H -1.535 4.070 6.662 0.0 0.0 0.0
H -2.505 1.683 -1.425 0.0 0.6 -0.2
H 0.884 -4.640 2.159 0.0 -0.2 0.1
H -1.842 -4.869 -2.775 0.0 -0.1 -0.1
H 2.236 -0.706 -2.058 0.0 0.0 0.0
H -4.597 -8.914 3.998 0.0 0.1 0.0
H -5.064 -3.405 -4.386 0.0 -0.1 0.0
```
Forces are in eV/Å.

The spin multiplicity is 1. The charge is +1. The frontier orbital gap is 8.82 eV.

This record from the Open Molecules 2025 dataset describes a molecular structure, C21H14O5PW. The level of theory is ωB97M-V with the def2-TZVPD basis set.

```
42
Properties=species:S:1:pos:R:3:forces:R:3
W 0.546 0.016 0.570 -0.3 0.8 -0.4
P 1.233 1.467 2.454 0.0 -0.2 0.1
O -0.566 -3.672 1.718 0.1 0.1 0.1
O -1.180 -0.221 0.921 0.1 0.3 -0.1
O 0.616 -1.789 1.199 0.4 -0.2 0.0
O -2.865 -1.747 1.604 0.0 0.0 0.0
O 0.163 1.481 -0.885 -0.1 -0.1 0.0
C 3.993 2.337 -0.444 0.0 0.1 0.0
C 3.784 -0.063 -0.247 -0.1 -0.1 0.1
C 0.260 4.043 3.192 0.0 0.0 0.1
C 0.348 3.024 2.278 0.0 0.0 -0.2
C -0.836 5.421 1.490 0.0 0.0 0.0
C -0.359 5.241 2.785 0.0 0.0 0.0
C 4.285 1.058 -0.905 0.1 0.0 -0.1
C -1.753 -1.620 1.394 -0.1 -0.2 0.2
C -0.145 3.202 0.951 0.0 0.0 0.1
C 1.448 0.812 4.055 -0.1 0.1 0.0
C 2.699 0.337 4.479 0.0 0.0 0.0
C 1.690 -0.267 6.574 0.0 0.0 0.0
C -0.722 4.409 0.545 0.0 0.0 0.0
C 2.647 1.417 1.329 -0.1 0.1 0.1
C -0.472 -2.536 1.472 -0.2 -0.2 0.1
C 0.072 2.033 0.207 0.2 -0.2 0.1
C 2.975 0.110 0.883 0.1 -0.2 -0.1
C 0.449 0.206 6.150 0.0 0.0 0.0
C 2.809 -0.200 5.747 0.0 0.0 0.0
C 3.148 2.528 0.642 -0.1 0.0 0.1
C 0.314 0.748 4.887 0.0 0.0 0.0
H 4.056 -1.059 -0.576 0.0 0.0 0.0
H 2.894 3.531 0.963 0.0 0.0 0.0
H 3.574 0.415 3.845 0.0 0.0 0.0
H 3.767 -0.557 6.099 0.0 0.0 0.0
H -1.304 6.358 1.217 0.0 0.0 0.0
H -0.648 1.123 4.556 0.0 0.0 0.0
H 4.417 3.197 -0.948 0.0 0.0 0.0
H 2.749 -0.757 1.516 0.1 0.0 0.0
H 4.929 0.929 -1.767 0.0 0.0 0.0
H 1.786 -0.689 7.567 0.0 0.0 0.0
H -1.101 4.536 -0.462 0.0 0.0 0.0
H -0.407 0.154 6.809 0.0 0.0 0.0
H 0.650 3.946 4.198 0.0 0.0 0.0
H -0.459 6.047 3.502 0.0 0.0 0.0
```
Forces are in eV/Å.

The spin multiplicity is 1. The energy relative to the best compared isomer or geometry (same formula, charge and spin) is 0.0910 eV. The charge is +3. The frontier orbital gap is 5.93 eV.

This record from the Open Molecules 2025 dataset describes 2 unconnected molecules or ions with the total composition C3H8O2S2. The level of theory is ωB97M-V with the def2-TZVPD basis set.

```
15
Properties=species:S:1:pos:R:3:forces:R:3
S -0.286 1.740 -1.819 -0.4 -0.4 0.5
S -0.183 -0.268 -2.399 0.0 -0.3 -0.4
O 0.170 -1.012 1.045 -0.3 0.0 0.0
O -0.943 -3.305 -0.220 -0.4 0.2 0.0
C 0.822 1.329 0.710 0.1 -0.2 0.3
C 1.115 -0.139 0.871 0.5 0.1 -0.4
C -0.507 1.541 -0.004 0.5 0.6 -0.2
H -0.677 -2.610 0.414 0.6 0.1 0.1
H -1.581 -2.819 -0.754 0.0 -0.2 -0.1
H -1.124 0.687 0.242 -0.4 -0.2 -0.3
H 1.622 1.808 0.151 0.2 0.1 -0.1
H 0.844 1.821 1.702 -0.5 0.2 0.1
H -1.045 2.448 0.266 0.1 0.2 0.2
H 2.180 -0.371 0.997 -0.1 -0.3 0.1
H -0.408 -0.850 -1.203 0.2 0.2 0.3
```
Forces are in eV/Å.

The spin multiplicity is 2. As for the expectation value of S²: 0.75. The energy relative to the best compared isomer or geometry (same formula, charge and spin) is 0.3466 eV. The charge is -1. The frontier orbital gap (spin up / spin down) is 3.85 / 7.37 eV.

Copy entry 3 word for word.
This record from the Open Molecules 2025 dataset describes a molecular structure, C21H14O5PW. The level of theory is ωB97M-V with the def2-TZVPD basis set.

```
42
Properties=species:S:1:pos:R:3:forces:R:3
W 0.546 0.016 0.570 -0.3 0.8 -0.4
P 1.233 1.467 2.454 0.0 -0.2 0.1
O -0.566 -3.672 1.718 0.1 0.1 0.1
O -1.180 -0.221 0.921 0.1 0.3 -0.1
O 0.616 -1.789 1.199 0.4 -0.2 0.0
O -2.865 -1.747 1.604 0.0 0.0 0.0
O 0.163 1.481 -0.885 -0.1 -0.1 0.0
C 3.993 2.337 -0.444 0.0 0.1 0.0
C 3.784 -0.063 -0.247 -0.1 -0.1 0.1
C 0.260 4.043 3.192 0.0 0.0 0.1
C 0.348 3.024 2.278 0.0 0.0 -0.2
C -0.836 5.421 1.490 0.0 0.0 0.0
C -0.359 5.241 2.785 0.0 0.0 0.0
C 4.285 1.058 -0.905 0.1 0.0 -0.1
C -1.753 -1.620 1.394 -0.1 -0.2 0.2
C -0.145 3.202 0.951 0.0 0.0 0.1
C 1.448 0.812 4.055 -0.1 0.1 0.0
C 2.699 0.337 4.479 0.0 0.0 0.0
C 1.690 -0.267 6.574 0.0 0.0 0.0
C -0.722 4.409 0.545 0.0 0.0 0.0
C 2.647 1.417 1.329 -0.1 0.1 0.1
C -0.472 -2.536 1.472 -0.2 -0.2 0.1
C 0.072 2.033 0.207 0.2 -0.2 0.1
C 2.975 0.110 0.883 0.1 -0.2 -0.1
C 0.449 0.206 6.150 0.0 0.0 0.0
C 2.809 -0.200 5.747 0.0 0.0 0.0
C 3.148 2.528 0.642 -0.1 0.0 0.1
C 0.314 0.748 4.887 0.0 0.0 0.0
H 4.056 -1.059 -0.576 0.0 0.0 0.0
H 2.894 3.531 0.963 0.0 0.0 0.0
H 3.574 0.415 3.845 0.0 0.0 0.0
H 3.767 -0.557 6.099 0.0 0.0 0.0
H -1.304 6.358 1.217 0.0 0.0 0.0
H -0.648 1.123 4.556 0.0 0.0 0.0
H 4.417 3.197 -0.948 0.0 0.0 0.0
H 2.749 -0.757 1.516 0.1 0.0 0.0
H 4.929 0.929 -1.767 0.0 0.0 0.0
H 1.786 -0.689 7.567 0.0 0.0 0.0
H -1.101 4.536 -0.462 0.0 0.0 0.0
H -0.407 0.154 6.809 0.0 0.0 0.0
H 0.650 3.946 4.198 0.0 0.0 0.0
H -0.459 6.047 3.502 0.0 0.0 0.0
```
Forces are in eV/Å.

The spin multiplicity is 1. The energy relative to the best compared isomer or geometry (same formula, charge and spin) is 0.0910 eV. The charge is +3. The frontier orbital gap is 5.93 eV.

Question: Which value of charge does entry 1 give?
Answer: +1

Question: Look up the charge of the fourth one.
Answer: -1

Question: What is the charge in the fourth record?
Answer: -1